(1)
The following is a DFT calculation (the ωB97M-V functional and the def2-TZVPD basis) of 2 unconnected molecules or ions with the total composition C8H8 in a non-equilibrium geometry.

Last column: Mulliken charge in e.
CARTESIAN COORDINATES (ANGSTROEM)
C  -0.94109  -0.79896  -1.40965  -0.39
C  0.54045  -0.84598  -1.55179  -0.19
C  1.40914  -1.02054  -0.59437  -0.43
C  0.87343  -1.47835  0.63351  -0.30
C  -0.51436  -1.52310  0.83583  -0.37
C  -1.43863  -1.05577  -0.17860  -0.04
C  -0.09673  2.62624  0.99686  -0.32
C  -0.25834  3.79516  1.21628  -0.03
H  -1.67513  -0.78545  -2.33294  0.26
H  1.11531  -0.67456  -2.48886  0.26
H  2.42046  -0.75077  -0.75013  0.39
H  1.60742  -1.56216  1.44199  0.32
H  -0.79471  -1.69283  1.88086  0.30
H  -2.56323  -0.64895  0.31534  0.18
H  0.17630  1.43480  0.98494  0.11
H  0.13969  4.98122  1.00071  0.25

Forces on the atoms, in the same order (eV/Å):
C 1.05 -0.90 -2.86
C -3.13 1.02 -4.52
C -0.34 -1.03 3.66
C 0.06 0.87 0.30
C 0.91 1.17 0.03
C -1.93 0.76 4.17
C 1.00 -4.50 0.36
C 2.14 4.70 -1.41
H 1.89 0.68 1.91
H -1.56 0.23 -0.03
H 0.97 -0.31 0.07
H -0.68 -0.51 0.08
H -0.42 -0.09 -0.58
H 3.20 -1.80 -2.16
H -1.20 3.78 -0.08
H -1.94 -4.07 1.09

Calculated values
- Structure (SMILES): c1ccccc1.C#C
- Energy relative to the best compared isomer or geometry (same formula, charge and spin): 109.6 kcal per mole
- Kohn-Sham gap: 10.32 eV
- LUMO energy: 1.0 eV
- Multiplicity: 1

---

(2)
The following is a DFT calculation (the ωB97M-V functional and the def2-TZVPD basis) of a molecular structure, C8H8 in a non-equilibrium geometry.

Last column: Mulliken charge in e.
CARTESIAN COORDINATES (ANGSTROEM)
C  0.36624  -0.29341  1.23785  0.05
C  -1.24740  0.29889  3.42405  -0.02
C  0.07822  -0.18066  -0.16902  0.01
C  -0.93631  0.15770  -0.87920  0.06
C  1.56491  -0.41477  -0.50234  -0.37
C  -0.56970  -0.03591  2.44686  -0.57
C  1.65928  -0.60125  1.06424  -0.61
C  -0.89096  0.38187  -2.33203  -1.13
H  -1.88844  0.39519  -0.40257  0.38
H  1.79033  -1.29796  -1.21479  0.27
H  2.17789  0.40682  -0.72599  0.25
H  -1.85596  0.67464  4.27039  0.38
H  2.34876  -1.07485  1.74509  0.39
H  -0.72865  1.43791  -2.26097  0.28
H  -1.88799  0.04587  -2.80205  0.28
H  0.01980  0.09995  -2.89951  0.33

Forces on the atoms, in the same order (eV/Å):
C -1.95 0.47 3.01
C 1.05 -0.34 -1.72
C 2.05 0.59 0.41
C -1.84 -0.43 -0.64
C -0.32 -2.99 1.01
C 0.37 0.35 0.38
C -0.47 -1.14 -0.56
C -0.79 -0.20 -0.93
H 0.15 -0.19 0.04
H -0.27 1.28 1.35
H 0.43 1.37 -0.90
H 0.83 -0.66 -1.17
H 0.45 0.46 -0.02
H -0.82 1.25 -1.09
H 1.80 0.87 0.28
H -0.67 -0.70 0.54

Calculated values
- Energy relative to the best compared isomer or geometry (same formula, charge and spin): 100.0 kcal per mole
- Kohn-Sham gap: 9.46 eV
- LUMO energy: 1.0 eV
- Multiplicity: 1

---

(3)
The following is a DFT calculation (the ωB97M-V functional and the def2-TZVPD basis) of a molecular structure, C8H8AsAuO7S2 in a non-equilibrium geometry.

Last column: Mulliken charge in e.
CARTESIAN COORDINATES (ANGSTROEM)
Au  0.67124  0.23968  -0.78260  0.79
O  -0.38186  3.03452  2.20876  -0.60
As  0.94279  3.19201  1.06458  0.98
O  2.01015  4.20874  1.77458  -0.84
O  1.62230  1.72300  0.66046  -0.85
C  0.23671  4.12075  -0.51969  -0.13
C  1.02455  5.19030  -0.93974  -0.37
C  0.64917  5.97460  -2.01659  -0.52
C  -0.52342  5.69609  -2.70488  -0.40
C  -1.30389  4.62010  -2.32160  -0.73
C  -0.92933  3.83798  -1.23525  0.47
S  -2.07483  2.51974  -0.82973  1.26
O  -2.63761  2.09531  -2.09493  -0.77
O  -3.02632  3.12015  0.09232  -0.68
O  -1.25907  1.48864  -0.15716  -0.62
H  -1.03262  2.43661  1.79725  0.38
H  1.93051  5.39399  -0.38069  0.45
H  1.27566  6.80364  -2.32655  0.34
H  -0.82199  6.31599  -3.54273  0.34
H  -2.20488  4.34717  -2.85457  0.42
S  1.62500  -0.52209  -2.75832  -0.83
C  1.32487  -2.61785  -0.06169  -0.84
C  0.12042  -1.74081  -0.29108  0.45
O  -0.99453  -2.13424  -0.21084  -0.49
H  1.01775  -3.61967  0.25039  0.32
H  1.98249  -2.16409  0.68120  0.23
H  1.86544  -2.64116  -1.01071  0.25

Forces on the atoms, in the same order (eV/Å):
Au 0.60 -1.38 -0.41
O -0.40 -0.43 -0.29
As 0.82 0.43 0.15
O 0.03 0.35 -0.01
O -0.57 -0.28 -0.24
C -0.32 -0.21 -0.04
C 0.07 -0.04 0.18
C 0.02 0.06 -0.09
C 0.02 0.04 -0.02
C 0.07 0.03 0.02
C 0.08 -0.08 0.02
S -0.28 -0.10 0.20
O 0.07 0.01 0.07
O 0.04 0.03 -0.03
O -0.28 0.39 0.32
H 0.00 0.12 0.09
H -0.02 0.04 0.02
H 0.01 0.00 0.02
H 0.00 -0.03 -0.03
H 0.01 0.05 -0.02
S -0.39 -0.08 0.77
C 0.19 0.06 0.17
C 0.55 0.46 -0.94
O -0.20 0.39 0.11
H -0.10 0.04 0.05
H 0.00 0.04 -0.06
H -0.01 0.09 -0.01

Calculated values
- Energy relative to the best compared isomer or geometry (same formula, charge and spin): 47.5 kcal per mole
- Kohn-Sham gap: 6.19 eV
- Charge: -2
- LUMO energy: 4.9 eV
- Multiplicity: 1

---

(4)
The following is a DFT calculation (the ωB97M-V functional and the def2-TZVPD basis) of C8H8BrNO2 in the gas phase in a non-equilibrium geometry.

Last column: Mulliken charge in e.
CARTESIAN COORDINATES (ANGSTROEM)
C  -1.34739  -1.18085  1.39225  0.92
C  -0.53946  -0.30463  1.51712  -0.04
C  1.26645  2.82725  0.15161  0.04
C  1.43921  0.24427  -1.46138  0.78
C  -2.41818  -2.11107  1.26545  -1.36
C  1.05464  -0.68070  -2.55681  -1.10
C  0.42512  0.72678  1.58537  -0.84
C  0.31152  1.67237  0.45359  0.40
N  1.99274  3.67304  -0.12829  -0.40
O  2.55998  0.32511  -0.99772  -0.56
O  0.34669  0.86632  -1.07735  -0.35
Br  -1.50082  2.25145  0.32275  -0.04
H  -2.05419  -3.00632  1.83870  0.31
H  -3.30280  -1.65628  1.84953  0.25
H  -2.80052  -2.49555  0.29875  0.31
H  0.98355  -1.63785  -2.14918  0.27
H  0.13996  -0.32653  -3.05779  0.30
H  1.71098  -0.78816  -3.36305  0.39
H  0.33824  1.31738  2.48429  0.38
H  1.39428  0.28398  1.63215  0.34

Forces on the atoms, in the same order (eV/Å):
C 0.68 1.20 -0.91
C -1.20 -1.42 -0.03
C -0.86 -1.66 0.95
C 1.87 -0.47 -0.08
C -1.77 -1.38 1.99
C -1.35 1.36 -1.14
C 1.39 0.50 0.36
C 0.49 0.79 -4.84
N -0.31 -0.17 0.15
O -1.04 0.26 0.24
O -0.75 1.73 3.54
Br -0.14 0.69 0.00
H -0.78 0.46 -0.42
H 1.11 -0.94 -0.91
H 0.70 0.77 0.27
H -0.65 -1.62 0.78
H -0.05 -0.50 0.63
H 1.76 0.24 -0.85
H -0.18 0.31 0.47
H 1.06 -0.15 -0.19

Calculated values
- Structure (SMILES): CC#CC[C@@](Br)(C#N)OC(C)=O
- Energy relative to the best compared isomer or geometry (same formula, charge and spin): 65.6 kcal per mole
- Kohn-Sham gap: 10.28 eV
- LUMO energy: 0.3 eV
- Multiplicity: 1

---

(5)
The following is a DFT calculation (the ωB97M-V functional and the def2-TZVPD basis) of a molecular structure, C8H8ClCoO9S3Sb.

Last column: Mulliken charge in e.
CARTESIAN COORDINATES (ANGSTROEM)
Co  0.88396  -0.83156  1.26991  0.68
O  -2.37396  -3.22983  0.61914  -0.78
C  -1.61912  -2.26014  0.59073  0.10
O  -0.79471  -1.93356  1.51812  -0.60
C  -1.71494  -1.30610  -0.61633  -0.10
C  -1.74359  0.13912  -0.09705  -0.18
C  -2.24278  1.10942  -1.17286  -1.03
C  -1.01120  1.19320  -2.10768  -1.05
C  -0.04971  0.22075  -1.42950  -0.19
O  -0.34235  0.45316  -0.03389  -0.15
C  -0.50555  -1.23633  -1.60928  0.16
C  0.68236  -2.18120  -1.35084  0.05
O  0.89028  -3.08962  -2.15150  -0.79
O  1.42246  -1.89124  -0.34344  -0.55
H  -2.62478  -1.57141  -1.15258  0.43
H  -2.17535  0.25998  0.89271  0.60
H  -2.47463  2.08043  -0.73518  0.38
H  -3.13684  0.72763  -1.66819  0.38
H  -0.57588  2.19194  -2.10262  0.32
H  -1.22725  0.90001  -3.13587  0.41
H  1.00440  0.40730  -1.59745  0.80
H  -0.85118  -1.43014  -2.62387  0.45
S  3.89302  1.49919  4.77757  -0.56
Sb  3.17023  -0.55753  4.16895  0.62
S  0.91086  -1.07091  3.77988  -0.30
S  3.30485  -1.44401  2.00130  -0.29
O  0.76510  3.48374  1.05427  -0.69
Cl  1.86543  2.57999  0.85829  1.79
O  3.07947  3.16193  1.33698  -0.69
O  1.99117  2.26711  -0.54415  -0.69
O  1.60024  1.35865  1.60444  -0.52

Forces on the atoms, in the same order (eV/Å):
Co -0.04 0.22 -0.11
O -0.05 0.03 0.03
C 0.11 -0.18 -0.15
O -0.05 0.09 -0.05
C -0.07 0.05 0.15
C 0.01 -0.02 -0.06
C -0.02 0.00 0.03
C 0.02 0.01 0.00
C -0.04 -0.05 -0.02
O 0.02 0.02 -0.02
C 0.09 -0.03 0.04
C -0.05 0.02 -0.07
O -0.01 -0.01 0.03
O 0.00 0.03 -0.02
H -0.03 0.01 0.02
H -0.02 0.00 -0.01
H 0.01 0.00 0.00
H 0.00 0.00 0.00
H -0.01 0.00 0.00
H 0.00 0.00 0.00
H -0.01 0.00 -0.02
H 0.03 0.00 -0.02
S 0.02 0.14 0.00
Sb 0.07 -0.12 0.09
S -0.12 0.04 0.10
S 0.12 -0.06 -0.04
O -0.17 0.17 0.04
Cl -0.19 0.05 -0.31
O 0.26 0.13 0.16
O 0.04 -0.05 -0.12
O 0.08 -0.49 0.32

Calculated values
- Kohn-Sham gap (spin up / spin down): 7.47 / 6.49 eV
- Charge: -2
- LUMO energy (spin up / spin down): 4.8 / 3.3 eV
- <S²>: 8.775
- Multiplicity: 6

---

(6)
The following is a DFT calculation (the ωB97M-V functional and the def2-TZVPD basis) of C8H8ClNO in the gas phase in a non-equilibrium geometry.

Last column: Mulliken charge in e.
CARTESIAN COORDINATES (ANGSTROEM)
C  2.64712  0.15321  1.19278  -0.74
C  1.42962  -0.22329  0.52536  0.05
C  1.94236  -0.75588  -0.68414  0.69
C  1.04834  -1.26640  -1.69229  -0.52
C  -0.26007  -1.44052  -1.30010  -0.58
C  0.01071  -0.12990  0.89848  0.51
C  -0.72018  -1.28834  0.06297  -0.36
C  -0.67446  1.14940  0.42166  -1.24
N  3.66441  -0.01292  0.33726  -0.55
O  3.21075  -0.60481  -0.78479  -0.15
Cl  -0.47777  -2.81224  0.89919  -0.20
H  2.69835  0.61431  2.19546  0.43
H  1.60659  -1.74761  -2.50016  0.38
H  -1.03647  -1.64866  -2.01468  0.42
H  -0.18180  -0.20565  2.01965  0.47
H  -1.83024  -1.10253  0.17759  0.46
H  -1.15056  1.79045  1.22088  0.30
H  -1.47548  0.86402  -0.32926  0.32
H  0.17755  1.78643  -0.00380  0.32

Forces on the atoms, in the same order (eV/Å):
C -0.84 0.11 -1.99
C 3.02 -0.70 -0.55
C -4.67 1.00 2.29
C -0.50 -1.24 1.06
C 1.95 0.54 -2.61
C -1.80 -1.23 0.24
C -1.23 2.08 3.13
C 0.44 1.83 -0.66
N 1.03 0.65 2.76
O 1.23 0.05 -0.29
Cl 0.17 -1.34 0.52
H 0.60 -0.35 -0.90
H -1.06 0.59 -0.67
H 0.10 -0.72 -0.32
H 0.41 -0.55 -1.49
H 1.28 -0.16 -0.51
H 0.47 -0.98 -0.68
H 1.09 0.96 0.66
H -1.67 -0.54 0.02

Calculated values
- Structure (SMILES): C[C@@H]1c2cnoc2C=C[C@H]1Cl
- Energy relative to the best compared isomer or geometry (same formula, charge and spin): 69.5 kcal per mole
- Kohn-Sham gap: 8.41 eV
- LUMO energy: -0.2 eV
- Multiplicity: 1

---

(7)
The following is a DFT calculation (the ωB97M-V functional and the def2-TZVPD basis) of C8H8ClOP in the gas phase in a non-equilibrium geometry.

Last column: Mulliken charge in e.
CARTESIAN COORDINATES (ANGSTROEM)
C  2.97367  -0.03300  0.32224  -0.43
C  2.72534  1.11822  -0.40839  -0.30
C  1.91659  -0.64428  1.10379  -0.60
C  1.50996  1.75494  -0.48879  -0.81
C  0.68223  0.04202  1.07431  0.35
C  0.52231  1.21015  0.34857  0.06
C  -1.50314  -0.53669  -0.44994  -0.94
C  -2.98960  -0.75911  -0.51308  0.07
O  -3.49882  -1.53967  0.49265  -0.47
P  -1.04333  0.55886  1.04511  -0.04
Cl  -3.96801  0.83762  -0.42704  -0.23
H  3.87351  -0.42415  0.24698  0.55
H  3.44956  1.57871  -1.06417  0.31
H  2.13962  -1.51823  1.62024  0.48
H  1.30364  2.53988  -1.07520  0.53
H  -0.95401  -0.07768  -1.41870  0.34
H  -0.96665  -1.46717  -0.19117  0.40
H  -2.83923  -1.39581  1.21197  0.36
H  -3.33364  -1.24461  -1.42938  0.38

Forces on the atoms, in the same order (eV/Å):
C -5.70 1.21 1.31
C 0.23 0.54 -0.93
C 0.42 2.78 -1.95
C -1.33 -2.91 3.32
C 1.74 0.59 -0.37
C 0.18 -1.11 0.24
C 1.45 1.21 -0.95
C -1.26 -0.10 -1.30
O 1.74 -0.09 1.35
P 0.56 0.15 -0.67
Cl 0.71 -0.20 -0.39
H 4.12 -2.07 -0.02
H 0.69 -0.37 0.14
H 0.03 -1.48 0.88
H -0.37 2.84 -2.14
H -1.72 -1.09 2.15
H -0.50 0.06 -0.48
H -1.15 -0.49 -0.03
H 0.16 0.51 -0.15

Calculated values
- Structure (SMILES): O[C@@H](Cl)CP1c2ccccc21
- Energy relative to the best compared isomer or geometry (same formula, charge and spin): 76.0 kcal per mole
- Kohn-Sham gap: 9.42 eV
- LUMO energy: 0.6 eV
- Multiplicity: 1

---

(8)
The following is a DFT calculation (the ωB97M-V functional and the def2-TZVPD basis) of a molecular structure, C8H8F12O13S4Zr in a non-equilibrium geometry.

Last column: Mulliken charge in e.
CARTESIAN COORDINATES (ANGSTROEM)
Zr  -0.24832  0.00462  -0.42133  1.10
C  -3.49749  -0.42662  -3.31587  0.61
F  -3.94625  0.45509  -2.43926  -0.15
F  -4.37234  -1.42262  -3.47010  -0.18
F  -3.24398  0.14281  -4.52067  -0.19
S  -1.89092  -1.14742  -2.62756  1.21
O  -0.80232  -0.17011  -2.53799  -0.51
O  -1.96347  -1.25153  -1.17933  -0.59
O  -1.54400  -2.40709  -3.28479  -0.57
C  -2.94304  2.45585  1.96343  0.60
F  -3.53902  2.07002  3.11719  -0.18
F  -3.60914  3.46489  1.38082  -0.21
F  -1.77543  2.98643  2.16965  -0.18
S  -2.74512  0.91732  0.78338  1.17
O  -1.97209  1.28913  -0.38056  -0.39
O  -1.64669  0.02239  1.25153  -0.71
O  -4.00985  0.23161  0.57875  -0.57
C  2.11723  -2.53097  -3.15122  0.62
F  1.91706  -3.82648  -3.15138  -0.19
F  3.34363  -2.29700  -3.61200  -0.18
F  1.14223  -2.02248  -3.96257  -0.17
S  1.85892  -1.85087  -1.35563  1.13
O  0.47988  -2.06319  -0.91255  -0.61
O  2.86853  -2.37655  -0.46191  -0.58
O  1.65713  -0.38356  -1.32242  -0.53
C  0.29476  4.39690  -0.11033  0.67
F  0.93354  5.23848  -0.89970  -0.17
F  0.48953  4.78918  1.13700  -0.22
F  -1.00244  4.34789  -0.28128  -0.17
S  1.06533  2.64023  -0.25365  1.18
O  2.50543  2.68962  -0.34506  -0.58
O  0.56542  1.64649  0.73850  -0.66
O  0.41322  1.88716  -1.33216  -0.52
C  2.79148  -1.42222  2.61241  -0.58
C  1.57684  -1.96740  3.26030  -0.58
C  0.55200  -1.79620  2.19662  -0.59
O  0.97131  -0.74268  1.33527  0.78
C  2.26903  -0.23631  1.81901  -0.73
H  3.30467  -2.16094  1.99676  0.23
H  3.56073  -1.22168  3.35816  0.43
H  1.21569  -1.37959  4.10419  0.32
H  1.77321  -3.01710  3.47860  0.30
H  -0.37303  -1.50205  2.69250  0.21
H  0.36587  -2.78708  1.78235  0.26
H  2.10486  0.60736  2.48937  0.39
H  2.98735  0.12628  1.08372  0.29

Forces on the atoms, in the same order (eV/Å):
Zr -0.26 -0.42 -0.80
C 0.50 -0.20 -0.51
F 0.00 -0.11 -0.62
F 0.48 0.65 0.09
F -0.34 -0.43 1.32
S 2.92 -3.35 0.32
O 1.40 2.73 -3.56
O -3.30 -1.80 2.99
O -1.70 2.55 0.16
C -0.77 0.20 -0.28
F 0.67 0.37 -1.44
F -0.92 -1.24 -0.02
F 1.45 -0.61 0.85
S -1.03 -3.49 -0.08
O -1.37 4.15 -3.40
O -0.42 -1.20 3.74
O 1.49 2.18 0.91
C -1.38 0.41 -0.91
F 0.18 -0.49 0.69
F -0.79 0.47 0.43
F 1.75 0.17 1.09
S -0.28 0.86 2.66
O -1.87 -3.91 -0.08
O -0.48 0.13 -2.03
O 3.78 2.22 -1.81
C 0.64 -0.57 1.14
F -0.54 -0.47 -0.41
F 0.43 0.01 0.62
F -0.12 -0.04 -0.99
S 1.51 -3.43 -0.94
O -1.59 1.45 0.47
O 0.46 1.87 4.04
O -0.45 1.70 -4.00
C 1.64 0.41 0.10
C 0.04 -0.39 0.39
C -1.78 -1.07 1.12
O 0.91 0.08 -0.33
C 0.78 -0.20 1.10
H -0.49 -0.02 -0.45
H -0.05 0.77 0.02
H 0.65 -0.24 0.42
H -0.50 0.10 0.49
H -0.20 0.16 -0.47
H 0.11 0.46 -1.29
H -0.42 -0.01 -0.02
H -0.72 -0.36 -0.72

Calculated values
- Energy relative to the best compared isomer or geometry (same formula, charge and spin): 77.4 kcal per mole
- Kohn-Sham gap: 11.36 eV
- LUMO energy: 0.2 eV
- Multiplicity: 1

---

Number 1: energy -309.4392 a.u.. Number 2: energy -309.4545 a.u.. Number 3: energy -4004.2045 a.u.. Number 4: energy -3088.7641 a.u.. Number 5: energy -4264.4910 a.u.. Number 6: energy -899.7264 a.u.. Number 7: energy -1186.3205 a.u.. Number 8: energy -4126.0513 a.u..